Entry 1:
Below is the molecule C5H14Cl2OSi2, with properties calculated with ωB97M-V with the def2-TZVPD basis set.

Geometry as XYZ:
```
24
Properties=species:S:1:pos:R:3:forces:R:3:nbo_charge:R:1
C 2.55850 0.25680 -2.29861 1.7378 -0.6940 1.9921 -1.1278
C -0.70316 -1.57646 1.82036 0.4005 1.3522 1.0407 -1.1457
C -1.62642 1.42311 1.08630 0.2024 -0.4158 -1.9871 -1.1304
C -2.30777 -1.07806 -0.65431 0.2670 4.5986 0.3635 -1.1073
C 2.59057 4.17913 -0.10240 5.7975 2.7483 -0.3293 -0.2475
O 0.42151 -0.01741 -0.31190 -0.6989 -1.1502 -0.5188 -1.2883
Si 1.89384 0.56712 -0.55600 -0.0882 -0.0001 0.2823 1.5872
Si -1.00183 -0.29436 0.47031 0.0568 0.2610 1.0239 1.8903
Cl 1.59160 2.69272 -0.33187 -1.8071 -3.2020 -0.4918 -0.1805
Cl 3.77612 4.26746 -1.55965 -1.5706 0.4142 1.4670 -0.1369
H 2.39506 -0.82937 -2.42109 -0.4364 0.6052 -0.6634 0.2517
H 2.05274 0.98132 -2.89530 -0.5151 -0.0593 -0.9799 0.2566
H 3.67344 0.38437 -2.40861 -1.1413 0.1445 0.2739 0.2590
H -0.49834 -1.17333 2.83566 -0.4633 0.1783 -0.5128 0.2416
H -1.54899 -2.23147 1.90383 -0.2981 -0.5460 0.0230 0.2334
H 0.21031 -2.11194 1.66135 0.4039 -0.7398 -0.6081 0.2427
H -1.55482 2.04540 0.15803 -0.5571 -0.5686 0.2180 0.2375
H -2.67792 1.24673 1.31411 -0.0898 0.4913 0.2308 0.2305
H -1.13145 2.12108 1.74859 0.2098 -0.6439 0.8470 0.2515
H -2.80333 -0.14245 -1.10579 0.1457 -1.4012 0.6364 0.2319
H -1.91749 -1.55980 -1.47758 0.8470 -1.5654 -1.5309 0.2418
H -2.97028 -1.61599 -0.04755 -1.1266 -0.9146 0.4994 0.2347
H 3.29727 4.07636 0.78029 -1.4375 0.7790 -0.6337 0.1810
H 2.66574 0.11938 0.65798 0.1615 0.3282 -0.6420 -0.2073
```
Forces are in eV/Å.

Properties
- charge = 0
- E (eV) = -48257.3087
- highest occupied orbital energy (alpha / beta) (eV) = -5.288 / -10.329
- 2S+1 = 3

=====

Entry 2:
Below is C30H22BF5N8RhSTe as an isolated structure, with properties calculated with ωB97M-V with the def2-TZVPD basis set.

Geometry as XYZ:
```
69
Properties=species:S:1:pos:R:3:forces:R:3:nbo_charge:R:1
Rh 0.02287 -0.15348 -0.14756 0.2061 0.0701 0.7575 0.8599
C 4.17945 -0.17490 -0.31571 -0.0276 0.0453 -0.0249 -0.3208
C 2.95378 -0.61439 -0.79149 0.0948 0.0402 -0.0719 0.0146
N 1.97727 0.00824 -0.12032 0.4498 -0.2688 0.1265 -0.2831
N 2.54160 0.84099 0.77711 0.0508 -0.0149 -0.0019 -0.3246
C 3.87330 0.74156 0.67536 0.0599 0.0224 -0.0462 0.0765
B 1.65827 1.78661 1.64376 0.2559 0.1900 -0.0009 0.9201
N 0.69425 0.87830 2.45105 -0.0428 -0.1808 -0.0649 -0.3168
C 0.43948 0.79711 3.75878 -0.0819 -0.0435 0.0720 0.0606
C -0.48680 -0.21335 3.97015 0.0087 0.0484 -0.0245 -0.3101
C -0.75806 -0.72617 2.71199 -0.1042 0.0345 -0.0184 -0.0041
N -0.03248 -0.05375 1.80800 -0.2103 0.0937 0.0479 -0.2053
N 0.75160 2.56428 0.64418 -0.0049 0.0445 -0.0840 -0.3143
C 0.45316 3.85386 0.42009 0.0630 0.0223 0.0105 0.0443
C -0.42712 3.94449 -0.63844 -0.0345 0.0116 -0.0554 -0.3028
C -0.65035 2.63339 -1.02975 0.0823 0.0551 0.0293 0.0104
N 0.06566 1.81680 -0.25278 -0.2694 0.5602 -0.0708 -0.2771
N 2.52083 2.57759 2.56916 -0.0006 0.0622 0.0842 -0.4225
C 2.75254 3.90138 2.82271 -0.0841 -0.1039 -0.0735 -0.0194
C 3.64754 3.98600 3.84641 0.1372 -0.0080 0.0314 -0.3216
C 3.93386 2.64624 4.17671 0.0614 -0.1186 0.0060 -0.0195
N 3.26702 1.79888 3.41808 -0.0923 0.2553 0.0297 -0.3041
H 5.15798 -0.47174 -0.64975 -0.0234 0.0012 -0.0059 0.2656
H 2.72763 -1.30252 -1.58835 -0.0210 -0.0395 0.0592 0.2404
H 4.51737 1.32488 1.31116 -0.0427 -0.0009 0.0013 0.2644
H 0.93292 1.45174 4.45703 0.0532 -0.0231 -0.0427 0.2668
H -0.90110 -0.53286 4.91030 0.0140 -0.0068 -0.0201 0.2642
H -1.42267 -1.51824 2.41274 0.0249 -0.0004 -0.0246 0.2357
H 0.87537 4.64380 1.01041 0.0067 -0.0170 0.0130 0.2408
H -0.84615 4.83903 -1.06442 0.0160 -0.0154 -0.0021 0.2663
H -1.26937 2.24521 -1.82085 -0.0299 -0.0051 0.0262 0.2408
H 2.29455 4.70248 2.27440 -0.0116 -0.0324 -0.0340 0.2127
H 4.06101 4.88102 4.27769 -0.0363 -0.0161 0.0234 0.2542
H 4.60789 2.27115 4.93182 -0.0311 0.0060 -0.0150 0.2301
F -7.76478 -0.02030 0.99767 0.0358 -0.0012 0.0294 -0.2210
C -6.50982 -0.08954 0.66286 -0.0780 -0.0235 0.0225 0.4043
C -5.77083 1.09319 0.53186 -0.0975 0.0916 -0.0005 0.2676
F -6.35120 2.25036 0.77307 -0.0056 -0.0337 -0.0355 -0.2455
C -4.45916 1.01772 0.15380 0.0440 -0.2312 0.1492 0.3871
F -3.75945 2.12430 0.02164 0.0846 -0.0041 -0.0219 -0.2609
C -3.83604 -0.23879 -0.10731 -0.2558 0.4605 0.6577 -0.3028
S -2.26471 -0.33865 -0.65283 -0.2812 -1.0738 -0.8010 0.0962
C -4.61534 -1.42084 0.07407 0.0115 0.1598 -0.2713 0.3753
F -4.06636 -2.60011 -0.11616 0.0757 0.0074 -0.0189 -0.2574
C -5.92830 -1.34682 0.45014 -0.1171 -0.0208 0.0213 0.3017
F -6.65492 -2.43228 0.61844 0.0168 0.0335 0.0036 -0.2531
Te 0.27050 -2.79670 -0.15294 0.3471 0.1118 -0.7149 0.6439
C 2.09394 -3.53216 0.53685 -0.0568 0.0530 0.1505 -0.2998
C 2.31170 -3.64880 1.90376 0.2093 -0.0265 -0.0168 -0.2295
C 3.51911 -4.17883 2.34177 -0.0480 0.0437 0.0229 -0.1872
C 4.48200 -4.57051 1.42266 0.0162 -0.0143 -0.0113 -0.1728
C 4.24869 -4.44584 0.05891 -0.0348 0.0211 -0.0309 -0.1990
C 3.04512 -3.92545 -0.39727 0.1243 -0.1122 0.1403 -0.1761
C -0.83126 -4.54712 -0.42258 -0.2359 0.2086 0.1435 -0.2638
C -0.83678 -5.11065 -1.69074 -0.1365 -0.1984 0.0779 -0.1655
C -1.46517 -6.34005 -1.85168 0.0169 0.0601 -0.0288 -0.2047
C -2.07800 -6.95904 -0.77114 -0.0074 0.0003 -0.0052 -0.1683
C -2.07347 -6.36314 0.48362 -0.0035 0.0414 0.0457 -0.1767
C -1.44536 -5.13965 0.67292 -0.0896 -0.2029 -0.1586 -0.2357
H 1.56558 -3.33317 2.62148 -0.0214 -0.0220 -0.0192 0.2238
H 3.70152 -4.28833 3.40267 0.0170 0.0123 -0.0146 0.2373
H 5.42022 -4.98161 1.77065 -0.0065 0.0001 -0.0030 0.2392
H 5.00154 -4.75564 -0.65407 -0.0091 -0.0176 0.0186 0.2361
H 2.85845 -3.84508 -1.46054 -0.0263 0.0053 0.0058 0.2174
H -0.36836 -4.62166 -2.53336 0.0336 0.0119 0.0273 0.2258
H -1.47179 -6.80930 -2.82661 -0.0198 -0.0004 0.0180 0.2402
H -2.56791 -7.91355 -0.90855 0.0109 -0.0027 0.0033 0.2406
H -2.55823 -6.84870 1.32030 0.0088 -0.0133 -0.0198 0.2368
H -1.43739 -4.67599 1.64962 0.0420 0.0087 -0.0015 0.2243
```
Forces are in eV/Å.

Properties
- charge = +2
- E (eV) = -78772.3414
- energy above the lowest of the compared OMol25 structures with the same formula, charge and spin (kcal per mole) = 39.2
- highest occupied orbital energy (alpha / beta) (eV) = -14.077 / -14.077
- 2S+1 = 2